Version i
ORCA calculation (wB97M-V/def2-TZVPD) on one molecule with the formula HI2OP.

Output
E_HOMO: -9.292 eV
SMILES: OP(I)I

Each line ends with the Mulliken charge.
CARTESIAN COORDINATES (ANGSTROEM)
O: -0.128 -0.296 -0.503  -0.42
P: -1.689 -0.578 -0.846  0.16
I: -1.805 -2.824 0.331  -0.08
I: -1.672 -1.477 -3.192  -0.02
H: 0.200 0.186 0.277  0.36



Version ii
ORCA calculation (wB97M-V/def2-TZVPD) on one molecule with the formula HI2OP.

Output
E_HOMO (alpha / beta): -8.464 / -8.461 eV

Each line ends with the Mulliken charge.
CARTESIAN COORDINATES (ANGSTROEM)
O: -1.908 -0.177 -0.801  -0.66
P: 1.279 -0.301 1.464  -0.10
I: 2.533 1.157 -0.218  -0.08
I: -0.342 -1.321 0.014  0.51
H: -1.562 0.643 -0.459  0.34



Stability order, top to bottom: version i, version ii



Version i
ORCA calculation (wB97M-V/def2-TZVPD) on an isolated ion of composition C9H12Cl2NO and charge +1.

Output
E_HOMO: -13.295 eV
total charge: +1
SMILES: CC/[N+](C)=C\C(C=O)=C/C=C(Cl)Cl

Each line ends with the Mulliken charge.
CARTESIAN COORDINATES (ANGSTROEM)
C: 2.504 0.338 0.050  -1.29
C: 1.078 0.748 0.388  -0.60
N: 0.303 0.269 -0.715  0.31
C: 0.357 1.044 -1.987  -0.71
C: -0.283 -0.878 -0.703  0.11
C: -0.957 -1.524 0.404  0.55
C: -0.881 -2.995 0.685  -0.63
O: -1.110 -3.514 1.707  -0.39
C: -1.592 -0.772 1.372  -0.31
C: -1.413 0.685 1.378  -0.95
C: -1.682 1.451 0.282  0.26
Cl: -2.703 0.833 -0.957  -0.02
Cl: -1.313 3.187 0.263  -0.06
H: 2.973 0.989 -0.600  0.50
H: 3.324 0.269 0.948  0.36
H: 2.637 -0.738 -0.203  0.33
H: 0.986 1.835 0.505  0.32
H: 0.799 0.189 1.267  0.45
H: -0.513 1.677 -1.862  0.43
H: 1.364 1.586 -1.880  0.19
H: 0.253 0.404 -2.866  0.33
H: -0.550 -1.372 -1.758  0.31
H: -0.416 -3.538 -0.070  0.47
H: -2.230 -1.211 2.141  0.52
H: -0.934 1.036 2.209  0.52



Version ii
ORCA calculation (wB97M-V/def2-TZVPD) on an isolated ion of composition C9H12Cl2NO and charge +1.

Output
E_HOMO: -12.958 eV
total charge: +1
SMILES: CC/[N+](C)=C\C(C=O)=C/C=C(Cl)Cl

Each line ends with the Mulliken charge.
CARTESIAN COORDINATES (ANGSTROEM)
C: -1.317 1.949 1.091  -1.43
C: 0.065 1.320 0.635  -0.52
N: 0.280 0.780 -0.718  0.22
C: -0.437 1.493 -1.733  -1.05
C: 0.953 -0.305 -1.033  -0.51
C: 1.416 -1.286 -0.128  0.49
C: 2.792 -1.870 -0.184  -0.34
O: 3.281 -2.496 0.727  -0.46
C: 0.676 -1.724 0.936  -0.24
C: -0.733 -1.644 1.096  -0.51
C: -1.604 -1.310 0.097  0.61
Cl: -1.379 -1.846 -1.493  -0.07
Cl: -3.199 -1.092 0.542  -0.09
H: -1.543 1.350 1.910  0.39
H: -1.062 2.905 1.288  0.39
H: -2.032 1.817 0.309  0.45
H: 0.425 0.688 1.471  0.38
H: 0.715 2.084 0.806  0.71
H: 0.286 2.251 -2.262  0.36
H: -0.842 0.906 -2.605  0.35
H: -1.254 2.133 -1.362  0.37
H: 1.289 -0.520 -2.144  0.40
H: 3.238 -1.584 -1.099  0.41
H: 1.294 -2.310 1.772  0.33
H: -1.309 -1.690 2.081  0.35



Stability order, top to bottom: version i, version ii